Record 1
H31O16 as an isolated structure in a non-equilibrium geometry, computed with the ωB97M-V functional and the def2-TZVPD basis.

The value obtained for the energy relative to the best compared isomer or geometry (same formula, charge and spin) is 90.22 kJ/mol. The calculation puts the calculated total energy at -1222.23427 hartree. The HOMO-LUMO gap (alpha / beta) is 9.65 / 4.37 eV. The molar mass comes out at 287.232 Da. The highest occupied orbital energy (alpha / beta) comes out at -10.389 / -10.389 eV. The LUMO energy (alpha / beta) comes out at -0.74 / -6.02 eV.

Geometry as ORCA input:
```
! wB97M-V def2-TZVPD RIJCOSX def2/J DEFGRID3
* xyz 0 2
O 2.69195 0.44901 -0.10209
H 1.64731 1.78251 3.42001
H -0.14822 -2.69245 0.44521
O -3.24788 -2.84354 3.47831
H 2.35708 -0.11827 -0.81212
H 3.15362 1.12630 -0.62855
O -0.89607 1.39624 1.49870
H -2.42230 -2.68360 3.94971
H -1.90995 -2.95175 0.37830
O -0.79488 -3.22173 -0.03725
H -0.01600 -3.48064 2.99104
H -3.35715 -2.27007 2.70187
O -0.15449 -2.52424 3.02168
H 0.34088 2.46314 -1.34003
H 0.55987 -2.40140 4.82889
O -1.88652 -4.34847 -2.25070
H -2.06083 -3.80183 -1.44924
H -1.76673 -5.10650 -1.65059
O 1.11043 2.59630 0.08121
H 1.60430 3.42573 0.06640
H 1.81185 1.91769 0.23195
O 2.95653 1.27070 -3.25477
H 3.10732 1.52455 -4.17200
H -1.33079 0.75728 0.84686
O 1.34827 3.45231 -4.48398
H 0.56262 3.77463 -4.94024
O -0.37527 5.12736 -3.06628
H -0.04397 4.17628 -3.14687
H -1.32174 5.09890 -2.90999
O -2.92610 -2.46938 0.89601
H -0.20008 1.80857 0.95030
H 0.44391 -2.07557 2.41842
O 1.00818 -2.13481 5.65167
H 0.78569 -1.17555 -2.61614
H 1.17136 -1.21043 5.42052
O -1.43433 -0.56157 -0.37602
H -1.94477 -1.07135 0.33563
H -0.56037 -0.98601 -0.32335
O 1.94575 1.58010 4.31325
H -0.67828 1.89005 -2.40948
H 1.13717 1.69012 4.83273
O -0.19555 2.68452 -2.14254
H 1.06119 2.61467 -4.09230
H 2.03474 1.43675 -3.02641
O 0.66992 -0.35892 -2.09863
H -3.56668 -3.05515 0.46034
H -0.27098 -0.50048 -1.88937
*
```

---

Record 2
One molecule with the formula C10H9BrIN2P in a non-equilibrium geometry, computed with the ωB97M-V functional and the def2-TZVPD basis.

The calculation puts the calculated total energy at -3708.78385 hartree. The HOMO-LUMO gap is 6.58 eV. The molar mass comes out at 394.978 Da. The highest occupied orbital energy comes out at -7.802 eV. The LUMO energy comes out at -1.23 eV. Its SMILES is CP(C)c1c(I)cc2nccnc2c1Br.

Geometry as ORCA input:
```
! wB97M-V def2-TZVPD RIJCOSX def2/J DEFGRID3
* xyz 0 1
C 3.84861 0.18768 -0.09883
P 2.31964 0.83317 -1.08901
C 2.50702 -0.13341 -2.69431
C 0.71634 0.55402 -0.15982
C 0.60609 0.83057 1.41359
I 2.23298 1.61977 2.64731
C -0.71376 0.58945 2.23413
C -2.04404 0.05578 1.55297
N -3.16713 -0.16298 2.43141
C -4.25921 -0.59432 1.61861
C -4.28441 -0.80413 0.07542
N -3.12588 -0.60881 -0.72188
C -1.97369 -0.16503 0.01986
C -0.64268 0.07652 -0.81130
Br -0.80774 -0.22505 -2.78946
H 4.59053 -0.35859 -0.78575
H 4.35437 1.13360 0.33690
H 3.45831 -0.44775 0.76700
H 3.62578 -0.33235 -2.92141
H 2.05578 -1.18937 -2.51566
H 1.95356 0.29148 -3.59975
H -0.75300 0.79181 3.37238
H -5.24757 -0.81353 2.17818
H -5.24988 -1.12854 -0.46057
*
```

---

Record 3
A 4-piece molecular cluster, C16H42N4O6P overall in a non-equilibrium geometry, computed with the ωB97M-V functional and the def2-TZVPD basis.

The calculation puts the calculated total energy at -1646.62889 hartree. The HOMO-LUMO gap is 6.07 eV. The molar mass comes out at 417.508 Da. The highest occupied orbital energy comes out at -3.734 eV. The LUMO energy comes out at 2.33 eV.

Geometry as ORCA input:
```
! wB97M-V def2-TZVPD RIJCOSX def2/J DEFGRID3
* xyz -1 1
C 0.28554 0.37346 3.01410
C -0.89926 1.03296 2.24852
N -2.14299 1.17062 3.09508
P -3.42570 0.48428 2.14469
C -5.10860 0.96620 2.80304
O -3.28076 -1.22201 2.37246
C -0.54781 2.42380 1.59795
O -0.80514 3.51702 2.12731
O 0.00999 2.39015 0.42520
H 0.01394 -0.65496 3.39024
H 1.13409 0.20384 2.30195
H 0.63288 0.95501 3.90703
H -1.14664 0.34856 1.38921
H -1.99983 0.66075 3.97226
H -5.80381 1.11259 1.93469
H -5.13666 1.91698 3.38383
H -5.60410 0.17954 3.44074
H -2.58982 -1.46262 1.73116
C 5.08556 -3.70356 0.78028
C 5.03050 -2.79425 2.00449
C 3.60554 -2.58861 2.55134
O 2.81572 -1.68833 1.79676
C 2.20025 -2.25646 0.65207
N 5.67340 -1.51659 1.67812
H 4.74164 -3.20724 -0.12808
H 6.11325 -4.02631 0.59484
H 4.47847 -4.60036 0.92934
H 5.61582 -3.27861 2.79356
H 3.68889 -2.13937 3.54618
H 3.08407 -3.54554 2.68549
H 1.91155 -3.29977 0.81612
H 2.86460 -2.17717 -0.21080
H 1.30230 -1.67768 0.43059
H 5.71761 -0.94823 2.52046
H 5.03376 -1.00163 1.07473
C 4.57249 -3.84837 -5.65984
C 4.94693 -2.79665 -4.61988
C 4.81378 -3.29417 -3.16883
O 3.47620 -3.35021 -2.68996
C 2.76624 -4.51755 -3.06380
N 4.14660 -1.59023 -4.85548
H 3.49421 -3.98956 -5.74198
H 4.92923 -3.54661 -6.64706
H 5.02701 -4.81403 -5.42332
H 5.99994 -2.54357 -4.78075
H 5.32632 -2.57690 -2.52048
H 5.31915 -4.25787 -3.02457
H 3.41614 -5.39667 -3.10690
H 2.26767 -4.36645 -4.02379
H 1.99198 -4.69274 -2.31541
H 4.46174 -0.85873 -4.22265
H 3.19862 -1.78801 -4.53961
C -6.20466 6.76186 -0.41325
C -5.07527 5.77588 -0.12597
C -5.42026 4.32317 -0.50108
O -6.28188 3.66661 0.41965
C -7.65723 3.94338 0.24230
N -4.68699 5.89491 1.28309
H -7.01114 6.69897 0.31900
H -5.82766 7.78676 -0.38304
H -6.63033 6.59363 -1.40645
H -4.22059 6.07533 -0.74012
H -4.49122 3.74657 -0.49233
H -5.81983 4.25354 -1.52148
H -7.91579 4.08034 -0.81224
H -7.94457 4.82493 0.82102
H -8.22321 3.09536 0.63258
H -3.87226 5.30580 1.45070
H -5.41962 5.45484 1.83698
*
```

---

Record 4
One molecule with the formula C3H5ClOS in a non-equilibrium geometry, computed with the ωB97M-V functional and the def2-TZVPD basis.

The value obtained for the energy relative to the best compared isomer or geometry (same formula, charge and spin) is 126.80 kJ/mol. The calculation puts the calculated total energy at -1050.87727 hartree. The HOMO-LUMO gap is 9.22 eV. The molar mass comes out at 124.592 Da. The highest occupied orbital energy comes out at -9.056 eV. The LUMO energy comes out at 0.16 eV. Its SMILES is S=COCCCl.

Geometry as ORCA input:
```
! wB97M-V def2-TZVPD RIJCOSX def2/J DEFGRID3
* xyz 0 1
S -2.62943 -0.54156 -0.10400
C -1.78264 0.86902 -0.18513
O -0.50015 0.96441 -0.06662
C 0.14017 0.00793 0.83357
C 1.23462 -0.73676 -0.14700
Cl 2.86291 0.04411 -0.13380
H -2.35961 1.71990 -0.41626
H 0.63686 0.63630 1.56679
H -0.70382 -0.56366 1.29370
H 1.39185 -1.80763 0.15003
H 0.88438 -0.62617 -1.13122
*
```

---

Record 5
A 2-piece molecular cluster, C6H12NS overall in a non-equilibrium geometry, computed with the ωB97M-V functional and the def2-TZVPD basis.

The value obtained for the energy relative to the best compared isomer or geometry (same formula, charge and spin) is 429.68 kJ/mol. The calculation puts the calculated total energy at -688.34423 hartree. The HOMO-LUMO gap (alpha / beta) is 8.38 / 8.41 eV. The molar mass comes out at 130.236 Da. The highest occupied orbital energy (alpha / beta) comes out at -13.896 / -13.685 eV. The LUMO energy (alpha / beta) comes out at -5.52 / -5.28 eV.

Geometry as ORCA input:
```
! wB97M-V def2-TZVPD RIJCOSX def2/J DEFGRID3
* xyz 1 1
C -0.29988 -2.59437 -0.64227
C 0.55638 0.29768 -0.44633
C 2.79738 0.63183 0.60055
C -2.53021 0.81674 0.91926
C 1.92230 -0.12555 -0.40943
C -2.00603 1.22321 -0.43993
N -0.90266 -1.56407 -0.87878
S -0.22564 1.68943 -0.32680
H 0.73356 -2.70315 -0.28890
H -0.79970 -3.55521 -0.78165
H 2.44894 0.45652 1.61455
H 3.82135 0.27835 0.52078
H 2.77856 1.69946 0.40175
H -2.44071 1.62271 1.64387
H -3.58372 0.56369 0.82389
H -2.00307 -0.05927 1.28919
H 1.97743 -1.20788 -0.20618
H 2.32790 0.00935 -1.42222
H -2.50659 2.11422 -0.81627
H -2.06560 0.40632 -1.15508
*
```

---

Record 6
A 4-piece molecular cluster, C2H13N2O3 overall in a non-equilibrium geometry, computed with the ωB97M-V functional and the def2-TZVPD basis.

The value obtained for the energy relative to the best compared isomer or geometry (same formula, charge and spin) is 8.89 kJ/mol. The calculation puts the calculated total energy at -419.02504 hartree. The HOMO-LUMO gap is 11.66 eV. The molar mass comes out at 113.137 Da. The highest occupied orbital energy comes out at -14.274 eV. The LUMO energy comes out at -2.61 eV.

Geometry as ORCA input:
```
! wB97M-V def2-TZVPD RIJCOSX def2/J DEFGRID3
* xyz 1 1
C 1.96756 0.86548 -2.47456
N 1.32068 0.73847 -1.15818
C 0.48045 -0.23974 -0.89060
N -0.17523 -0.36095 0.21961
H 2.17192 1.91855 -2.64014
H 1.28038 0.56501 -3.24313
H 2.85822 0.24313 -2.52187
H 1.71599 1.27755 -0.41522
H 0.36633 -0.96603 -1.67467
H -0.11419 0.33323 0.95028
H -0.80203 -1.15959 0.27740
H 0.05089 3.08825 0.42075
H -0.55632 2.57053 1.69840
O 0.19439 2.43329 1.10616
H -2.89326 -2.41376 0.04501
H -1.94039 -3.53172 0.33626
O -2.02277 -2.59988 0.41926
H -1.52060 -1.65781 3.17001
H -1.02668 -0.32210 3.58076
O -1.35536 -0.78189 2.79447
*
```

---

Record 7
A 2-piece molecular cluster, C5H14N2S overall in a non-equilibrium geometry, computed with the ωB97M-V functional and the def2-TZVPD basis.

The value obtained for the energy relative to the best compared isomer or geometry (same formula, charge and spin) is 501.02 kJ/mol. The calculation puts the calculated total energy at -706.39929 hartree. The HOMO-LUMO gap is 5.83 eV. The molar mass comes out at 134.248 Da. The highest occupied orbital energy comes out at -9.248 eV. The LUMO energy comes out at -3.42 eV.

Geometry as ORCA input:
```
! wB97M-V def2-TZVPD RIJCOSX def2/J DEFGRID3
* xyz 0 1
N -0.89444 2.08766 -0.79685
C 0.19343 1.27669 -1.08998
C 1.48257 1.94644 -0.55889
S -2.56162 1.02234 1.48365
C 0.00906 -0.15669 -0.50619
N 1.11819 -1.17300 -0.70427
C 0.95878 -2.42473 0.17780
C 2.12033 -3.41926 0.47180
H -1.55610 2.41602 -1.48603
H 2.26573 1.99767 -1.38033
H -1.38874 1.88150 0.06065
H 0.34157 1.09476 -2.18194
H 1.30272 2.99562 -0.23124
H 1.83085 1.32679 0.30137
H -0.93071 -0.53515 -0.97289
H -0.31829 -0.06110 0.49440
H 0.97132 -1.48156 -1.63233
H -0.02784 -2.86754 0.06479
H 0.98016 -2.02291 1.19903
H 3.04788 -2.78100 0.72387
H 1.87610 -3.99992 1.25407
H 2.44010 -4.05793 -0.41122
*
```

---

Record 8
C26H37F18GaO14P as an isolated structure in a non-equilibrium geometry, computed with the ωB97M-V functional and the def2-TZVPD basis.

The calculation puts the calculated total energy at -6130.01930 hartree. The HOMO-LUMO gap is 4.37 eV. The molar mass comes out at 1016.229 Da. The highest occupied orbital energy comes out at -2.973 eV. The LUMO energy comes out at 1.40 eV.

Geometry as ORCA input:
```
! wB97M-V def2-TZVPD RIJCOSX def2/J DEFGRID3
* xyz -1 1
C 9.95052 -2.67872 -3.13860
C 8.75772 -2.06947 -2.77360
Ga 7.17023 -2.10965 -4.11327
P 5.35650 -2.99179 -2.90118
O 3.83651 -2.33680 -3.37882
O 5.28709 -4.69732 -2.98007
H 9.96919 -3.76410 -3.27587
H 10.83486 -2.04244 -3.30460
H 8.54535 -1.57230 -1.81203
H 7.62963 -2.97254 -5.38344
H 6.91151 -0.61195 -4.60588
H 3.88488 -1.42258 -3.12205
H 5.68247 -4.97444 -2.16107
C 0.23344 -2.92723 -3.03316
C 0.68956 -1.58106 -2.51536
O -0.35107 -0.58366 -2.63661
C -1.32649 -0.64637 -1.74663
O -1.41368 -1.44197 -0.86255
C -2.32805 0.47733 -1.98642
F -2.70158 0.54820 -3.26502
F -1.81040 1.66343 -1.65881
F -3.43151 0.31612 -1.26306
H -0.12179 -2.84206 -4.05058
H 1.05419 -3.64233 -2.99894
H -0.59361 -3.32632 -2.44285
H 1.52260 -1.22420 -3.11775
H 1.03848 -1.63859 -1.48394
C 10.75485 0.65491 3.12900
C 9.38717 0.21163 3.60832
O 8.68185 -0.50937 2.58928
C 9.08068 -1.76374 2.39165
O 9.95415 -2.30652 2.99384
C 8.23789 -2.42089 1.30529
F 8.14583 -1.65426 0.22480
F 6.99679 -2.65673 1.73657
F 8.74114 -3.58428 0.92712
H 10.66480 1.23918 2.21201
H 11.24988 1.25937 3.88955
H 11.39195 -0.19953 2.90284
H 8.77746 1.08489 3.83679
H 9.45049 -0.38711 4.51828
C -4.07984 -2.78420 1.07216
C -3.52161 -3.75005 0.04914
O -3.64158 -5.11836 0.48897
C -4.85404 -5.64737 0.40462
O -5.82554 -5.08990 -0.00289
C -4.82883 -7.09678 0.87557
F -4.20995 -7.22724 2.04944
F -4.18959 -7.87545 0.00081
F -6.05345 -7.58813 1.02014
H -3.59930 -2.93583 2.04088
H -3.91773 -1.76414 0.75086
H -5.15015 -2.93383 1.21915
H -2.45824 -3.56339 -0.08243
H -3.99538 -3.62414 -0.92559
C -5.26452 4.44293 0.97561
C -5.92127 3.83639 2.19921
O -5.64461 2.42866 2.29866
C -4.42652 2.11159 2.72514
O -3.57856 2.89095 3.02567
C -4.27610 0.59746 2.80731
F -4.68645 -0.00279 1.68973
F -4.99559 0.09406 3.81383
F -3.01902 0.23610 3.00925
H -5.56977 3.90727 0.07509
H -5.53815 5.49327 0.87563
H -4.17844 4.37647 1.03419
H -7.00385 3.92833 2.11747
H -5.62192 4.34184 3.10975
C -8.19738 5.90424 8.84607
C -8.18653 5.11619 7.55186
O -7.66481 5.89730 6.46350
C -6.34409 6.04948 6.44683
O -5.58924 5.59357 7.24515
C -5.92408 6.86871 5.23217
F -6.64458 7.98318 5.10868
F -6.08094 6.16934 4.10156
F -4.65466 7.23307 5.29641
H -8.75113 6.83594 8.71910
H -8.65794 5.32245 9.64410
H -7.18770 6.17130 9.15682
H -9.20598 4.85401 7.27290
H -7.62706 4.18490 7.64847
C 0.67764 2.20085 -7.98043
C 0.07068 1.45128 -6.81146
O 0.42645 0.06175 -6.83623
C 1.66994 -0.21922 -6.44557
O 2.47131 0.58364 -6.08842
C 1.90774 -1.72404 -6.48598
F 1.51604 -2.26192 -7.64659
F 1.22687 -2.34519 -5.51630
F 3.17002 -2.03082 -6.31829
H 0.39271 1.73007 -8.92295
H 0.34314 3.23843 -7.98520
H 1.76628 2.19269 -7.93443
H -1.01615 1.48566 -6.87702
H 0.35194 1.89469 -5.85528
*
```